Version 1
Here is a 8-piece molecular cluster, C6H27NO7 overall from the OMol25 dataset. Energies are from ωB97M-V/def2-TZVPD.

## Properties
Lowest unoccupied orbital energy = -0.091 eV
SMILES = C=C(CCC)NC.O.O.O.O.O.O.O

The geometry in ORCA input format:
```
! wB97M-V def2-TZVPD RIJCOSX def2/J DEFGRID3
* xyz 0 1
C -1.065 -2.591 1.119
C -0.248 -1.893 0.226
C 1.000 -2.556 -0.294
C 2.008 -2.495 0.812
C 3.431 -2.607 0.319
N -0.274 -0.429 0.108
C 0.939 0.457 -0.048
H -1.668 -2.143 1.852
H -1.037 -3.588 1.246
H 0.944 -3.659 -0.758
H 1.455 -2.093 -1.292
H 1.897 -3.296 1.664
H 1.918 -1.515 1.291
H 3.761 -3.520 -0.031
H 3.617 -1.810 -0.415
H 4.003 -2.338 1.248
H -1.041 -0.005 0.628
H 1.078 0.760 1.064
H 0.600 1.129 -0.891
H 2.044 -0.108 -0.262
O -1.959 -2.096 -3.501
H -1.253 -2.666 -3.639
H -1.836 -1.595 -2.610
O 3.164 3.098 -1.545
H 3.740 3.611 -1.033
H 3.533 2.918 -2.459
O 0.530 4.301 -1.894
H 1.257 3.777 -2.109
H 0.901 5.125 -1.584
O -4.102 0.818 2.563
H -4.317 0.505 1.620
H -3.098 0.834 2.637
O -1.783 3.243 -1.328
H -0.929 3.618 -1.813
H -1.597 3.437 -0.440
O -4.123 2.058 -0.684
H -4.438 1.312 -1.226
H -3.346 2.349 -1.139
O -1.078 0.107 3.893
H -1.223 -0.836 3.963
H -1.404 0.382 4.744
*
```

Version 2
Here is a 7-piece molecular cluster, C6H27NO7 overall from the OMol25 dataset. Energies are from ωB97M-V/def2-TZVPD.

## Properties
Lowest unoccupied orbital energy = 0.244 eV
SMILES = CCCCCNCO.O.O.O.O.O.O

The geometry in ORCA input format:
```
! wB97M-V def2-TZVPD RIJCOSX def2/J DEFGRID3
* xyz 0 1
C -3.212 1.876 -1.798
C -2.063 1.065 -1.067
C -2.472 0.549 0.318
C -1.995 1.571 1.386
C -0.568 1.320 1.823
N -0.266 0.081 2.534
C 0.432 -0.968 1.878
O -0.089 -2.326 1.978
H -2.776 2.611 -2.539
H -3.942 2.376 -1.211
H -3.683 1.198 -2.487
H -1.727 0.209 -1.759
H -1.141 1.666 -1.064
H -1.995 -0.482 0.342
H -3.552 0.411 0.281
H -2.011 2.624 1.059
H -2.743 1.346 2.165
H -0.394 2.186 2.491
H 0.135 1.379 0.962
H -0.532 -0.132 3.480
H 1.445 -1.197 2.251
H 0.379 -0.945 0.773
H -0.837 -2.281 2.627
O -1.278 -3.959 -0.572
H -0.400 -4.223 -0.280
H -1.927 -3.842 0.126
O 0.029 -1.984 -1.932
H -0.421 -2.758 -1.530
H 0.403 -2.266 -2.818
O 3.881 2.269 0.247
H 3.740 2.109 1.178
H 4.240 1.381 -0.014
O 1.441 0.370 -2.763
H 1.040 -0.390 -2.362
H 0.793 0.929 -3.189
O 3.801 -1.445 1.951
H 2.862 -1.747 2.111
H 3.816 -0.519 1.775
O 4.205 0.714 -1.971
H 3.662 -0.048 -1.819
H 3.720 1.272 -2.562
*
```

The structure with the greatest stability is version 2.

Version 1
Here is the molecule C3H3NO3 from the OMol25 dataset. Energies are from ωB97M-V/def2-TZVPD.

## Properties
Lowest unoccupied orbital energy = -0.670 eV
SMILES = [H]/N=C(/C=O)OC=O

The geometry in ORCA input format:
```
! wB97M-V def2-TZVPD RIJCOSX def2/J DEFGRID3
* xyz 0 1
H -0.431 1.953 -1.549
N -1.067 1.272 -1.132
C -0.473 0.523 -0.310
C -1.282 -0.538 0.392
O -0.783 -1.389 1.086
O 0.828 0.669 0.068
C 1.634 -0.416 0.358
O 2.576 -0.282 1.071
H -2.365 -0.460 0.198
H 1.363 -1.332 -0.182
*
```

Version 2
Here is C3H3NO3 as an isolated structure from the OMol25 dataset. Energies are from ωB97M-V/def2-TZVPD.

## Properties
Lowest unoccupied orbital energy (alpha / beta) = -1.517 / -1.517 eV

The geometry in ORCA input format:
```
! wB97M-V def2-TZVPD RIJCOSX def2/J DEFGRID3
* xyz 0 1
C -0.075 -0.512 0.638
C -0.884 -0.528 -0.634
C -0.901 -1.342 1.612
N -1.616 -1.691 2.459
O 0.540 1.192 0.250
O -2.039 -0.237 -0.562
O -2.486 -2.059 3.163
H 0.946 -0.825 0.469
H -0.242 -0.625 -1.571
H -0.295 1.693 0.024
*
```

The structure with the greatest stability is version 1.

Version 1
Here is C3H3NO3 as an isolated structure from the OMol25 dataset. Energies are from ωB97M-V/def2-TZVPD.

## Properties
Lowest unoccupied orbital energy = -0.696 eV

The geometry in ORCA input format:
```
! wB97M-V def2-TZVPD RIJCOSX def2/J DEFGRID3
* xyz 0 1
N -0.015 0.013 -2.083
C -0.095 0.194 -0.840
O -0.852 -0.601 0.024
C -0.200 -1.222 1.051
O 0.984 -1.345 1.143
C 0.517 1.421 -0.208
O 0.218 1.609 1.039
H -0.513 -0.833 -2.371
H -0.956 -1.617 1.747
H 0.913 2.382 0.499
*
```

Version 2
Here is the molecule C3H3NO3 from the OMol25 dataset. Energies are from ωB97M-V/def2-TZVPD.

## Properties
Lowest unoccupied orbital energy = 0.465 eV
SMILES = O=c1[nH]cc(O)o1

The geometry in ORCA input format:
```
! wB97M-V def2-TZVPD RIJCOSX def2/J DEFGRID3
* xyz 0 1
O 0.374 -1.401 -2.181
C -0.081 -0.787 -1.164
N -0.454 -1.272 0.033
C -0.242 -0.221 1.011
C -0.090 0.906 0.260
O 0.127 2.139 0.703
O -0.084 0.649 -1.194
H -0.111 -2.383 0.207
H -0.121 -0.349 2.193
H 0.682 2.721 0.131
*
```

Version 3
Here is the molecule C3H3NO3 from the OMol25 dataset. Energies are from ωB97M-V/def2-TZVPD.

## Properties
Lowest unoccupied orbital energy = 0.158 eV

The geometry in ORCA input format:
```
! wB97M-V def2-TZVPD RIJCOSX def2/J DEFGRID3
* xyz 0 1
N 1.155 -0.879 -0.713
C 0.115 -0.202 -0.621
O -0.922 -0.200 0.279
C -0.721 -0.695 1.530
O 0.315 -1.109 1.959
C 0.299 1.878 -1.088
O -0.174 0.753 -1.595
H 1.310 -1.460 0.107
H -1.666 -0.658 2.088
H 0.289 2.572 -1.946
*
```

The structure with the greatest stability is version 2.